Entry 1:
{
  "formula": "C45H27Cl2N10S2W",
  "method": "ωB97M-V/def2-TZVPD",
  "total_charge": 1,
  "lumo_ev": [-4.312, -4.310],
  "e_above_lowest_kj_mol": 23.7,
  "homo_lumo_gap_ha": [0.168, 0.168],
  "homo_energy_ha": [-0.327, -0.327],
  "symbols": ["W", "C", "C", "C", "C", "C", "N", "C", "C", "C", "C", "C", "C", "C", "C", "N", "C", "N", "C", "N", "C", "N", "C", "N", "C", "N", "C", "C", "C", "C", "C", "C", "C", "C", "C", "C", "C", "C", "C", "C", "N", "H", "H", "H", "H", "H", "H", "H", "H", "H", "H", "H", "H", "H", "H", "H", "H", "Cl", "C", "C", "C", "C", "C", "Cl", "C", "S", "H", "H", "H", "N", "C", "S", "N", "C", "C", "C", "C", "C", "C", "H", "H", "H", "H", "H", "H", "H", "H"],
  "positions_angstrom": [[-0.389, 0.194, 0.200], [-1.042, -2.890, 5.940], [-0.143, -1.929, 6.405], [0.202, -0.835, 5.635], [-0.348, -0.745, 4.366], [-0.191, 0.217, 3.306], [0.498, 1.329, 3.430], [0.564, 2.233, 2.482], [1.086, 3.561, 2.699], [1.477, 4.238, 3.847], [1.847, 5.566, 3.712], [1.862, 6.193, 2.466], [1.506, 5.515, 1.313], [1.097, 4.195, 1.443], [0.571, 3.237, 0.502], [0.496, 3.476, -0.782], [-0.186, 2.717, -1.614], [-0.876, 1.588, -1.254], [-1.662, 1.216, -2.339], [-2.613, 0.321, -2.323], [-2.942, -0.433, -1.305], [-2.252, -0.566, -0.107], [-2.962, -1.452, 0.675], [-2.617, -1.845, 1.884], [-1.671, -1.271, 2.586], [-0.948, -0.144, 2.225], [-1.284, -1.692, 3.907], [-1.641, -2.778, 4.699], [-4.135, -1.897, -0.022], [-5.193, -2.726, 0.328], [-6.233, -2.854, -0.576], [-6.234, -2.175, -1.797], [-5.182, -1.359, -2.165], [-4.129, -1.234, -1.268], [-1.361, 2.064, -3.459], [-1.808, 2.063, -4.774], [-1.288, 3.015, -5.630], [-0.369, 3.964, -5.180], [0.067, 3.988, -3.867], [-0.424, 3.017, -3.004], [0.198, 2.083, 1.167], [-1.276, -3.735, 6.569], [0.295, -2.048, 7.384], [0.876, -0.075, 5.995], [1.484, 3.742, 4.805], [2.127, 6.131, 4.590], [2.138, 7.236, 2.400], [1.535, 5.989, 0.346], [-2.373, -3.491, 4.354], [-5.199, -3.234, 1.278], [-7.080, -3.474, -0.323], [-7.085, -2.276, -2.453], [-5.168, -0.818, -3.097], [-2.533, 1.335, -5.097], [-1.600, 3.031, -6.663], [0.003, 4.701, -5.874], [0.766, 4.730, -3.517], [2.142, 0.499, 0.107], [2.831, -0.545, -1.094], [4.207, -0.649, -1.188], [4.748, -1.506, -2.129], [3.921, -2.264, -2.943], [2.546, -2.141, -2.851], [1.516, -3.077, -3.861], [1.970, -1.255, -1.930], [0.240, -0.999, -1.940], [4.835, -0.068, -0.531], [5.818, -1.587, -2.224], [4.338, -2.957, -3.654], [-1.039, -4.219, 1.644], [-0.577, -3.459, 0.653], [0.632, -2.297, 1.015], [-0.972, -3.633, -0.603], [-1.780, -4.663, -1.138], [-1.766, -5.952, -0.611], [-2.531, -6.944, -1.201], [-3.300, -6.672, -2.320], [-3.304, -5.392, -2.854], [-2.547, -4.391, -2.271], [-0.775, -3.981, 2.589], [-1.887, -4.747, 1.505], [-0.621, -2.935, -1.273], [-1.120, -6.200, 0.218], [-2.504, -7.942, -0.787], [-3.875, -7.455, -2.790], [-3.892, -5.177, -3.734], [-2.543, -3.399, -2.696]]
}



Entry 2:
{
  "formula": "CH4NO3P",
  "method": "ωB97M-V/def2-TZVPD",
  "lumo_ev": 0.772,
  "e_above_lowest_kj_mol": 40.4,
  "homo_lumo_gap_ha": 0.389,
  "homo_energy_ha": -0.360,
  "symbols": ["O", "C", "N", "P", "O", "O", "H", "H", "H", "H"],
  "positions_angstrom": [[0.543, 0.662, -1.115], [-0.246, -0.237, -0.907], [-0.484, -0.870, 0.266], [-0.130, 0.113, 1.788], [-0.244, 1.642, 1.399], [1.439, -0.039, 1.690], [-0.784, -0.758, -1.659], [-1.321, -1.322, 0.336], [0.288, 2.122, 0.766], [1.517, -0.141, 0.731]]
}



Entry 3:
{
  "formula": "C15H22Br27F4InNO2S",
  "method": "ωB97M-V/def2-TZVPD",
  "total_charge": -1,
  "lumo_ev": 1.139,
  "homo_lumo_gap_ha": 0.259,
  "homo_energy_ha": -0.217,
  "symbols": ["C", "C", "In", "F", "C", "C", "C", "N", "S", "O", "O", "C", "F", "F", "F", "H", "H", "H", "H", "H", "H", "H", "H", "H", "H", "H", "H", "H", "C", "Br", "Br", "Br", "H", "C", "Br", "Br", "Br", "H", "C", "Br", "Br", "Br", "H", "C", "Br", "Br", "Br", "H", "C", "Br", "Br", "Br", "H", "C", "Br", "Br", "Br", "H", "C", "Br", "Br", "Br", "H", "C", "Br", "Br", "Br", "H", "C", "Br", "Br", "Br", "H"],
  "positions_angstrom": [[-0.315, -0.360, 1.726], [-0.366, -0.875, 0.199], [1.595, -0.772, -0.893], [1.752, -2.602, -1.963], [1.753, 0.851, -2.446], [1.250, 2.298, -1.984], [0.122, 2.304, -0.864], [-0.383, 3.731, -0.739], [3.592, -0.810, 0.702], [3.565, -2.105, 1.494], [4.842, -0.872, -0.162], [3.701, 0.720, 1.783], [2.528, 1.467, 1.850], [3.949, 0.270, 3.105], [4.827, 1.509, 1.469], [0.336, -1.075, 2.323], [-1.386, -0.464, 2.130], [-0.026, 0.728, 1.831], [-0.635, -1.988, 0.273], [-1.236, -0.409, -0.384], [2.872, 0.962, -2.684], [1.281, 0.515, -3.445], [0.788, 2.789, -2.913], [2.089, 3.005, -1.666], [0.577, 2.047, 0.143], [-0.769, 1.646, -1.101], [-1.402, 3.660, -0.590], [0.033, 4.170, 0.088], [-3.227, 5.059, 2.226], [-2.848, 6.639, 1.168], [-4.177, 3.716, 1.199], [-1.624, 4.338, 3.041], [-3.885, 5.366, 3.034], [-4.142, -2.373, 1.927], [-3.346, -2.300, 3.693], [-4.484, -0.600, 1.220], [-3.087, -3.444, 0.706], [-5.106, -2.865, 2.032], [-1.779, -6.082, -2.563], [-1.282, -7.583, -3.686], [-2.458, -6.663, -0.841], [-0.332, -4.810, -2.364], [-2.593, -5.565, -3.066], [1.661, 6.928, 3.397], [1.558, 5.892, 1.764], [0.014, 7.891, 3.748], [2.194, 5.838, 4.908], [2.439, 7.674, 3.252], [5.797, 5.730, 0.690], [4.690, 4.324, -0.049], [4.779, 7.356, 0.960], [6.697, 5.163, 2.311], [6.569, 5.951, -0.042], [-6.070, -6.368, -3.117], [-5.340, -4.817, -2.215], [-7.989, -6.228, -3.355], [-5.159, -6.719, -4.792], [-5.891, -7.225, -2.472], [3.819, -6.526, -2.763], [2.629, -7.876, -3.490], [2.908, -4.843, -2.466], [4.720, -7.151, -1.163], [4.588, -6.346, -3.510], [-4.202, 0.040, 7.284], [-4.317, 1.462, 5.973], [-5.870, -0.936, 7.438], [-2.707, -1.141, 6.932], [-4.018, 0.509, 8.248], [1.281, -0.273, -6.513], [1.081, -1.303, -8.145], [-0.298, 0.786, -6.132], [1.777, -1.390, -5.012], [2.099, 0.424, -6.676]]
}



| no. | largest force on an atom (eV/Å) |
| --- | --- |
| 1 | 0.950 |
| 2 | 4.721 |
| 3 | 5.865 |